1.
DFT (ωB97M-V/def2-TZVPD) results for C5H10S in the gas phase in a non-equilibrium geometry.

```
16
Properties=species:S:1:pos:R:3
C 0.61 2.41 0.44
C 1.31 1.05 0.16
C 0.48 0.01 0.94
C 0.82 -1.38 0.60
C -0.53 -0.94 0.41
S -1.26 -0.72 -1.21
H 0.99 3.12 1.21
H -0.39 2.11 0.66
H 0.74 3.07 -0.50
H 1.29 0.81 -0.96
H 2.38 1.04 0.55
H 0.38 0.32 1.95
H 1.16 -2.19 1.27
H 1.40 -1.45 -0.27
H -1.34 -1.15 1.09
H -2.49 -1.10 -0.81
```

Calculated values
- structure (SMILES) = CC[C@@H]1C[C@@H]1S
- HOMO energy (eV) = -8.766

Just the Mulliken charges please, in e? Sure, here they are:
1 C -1.125
2 C -0.265
3 C -0.402
4 C -0.942
5 C 0.068
6 S -0.240
7 H 0.283
8 H 0.354
9 H 0.268
10 H 0.277
11 H 0.253
12 H 0.477
13 H 0.254
14 H 0.276
15 H 0.350
16 H 0.115

=====

2.
DFT (ωB97M-V/def2-TZVPD) results for CH2N4O in the gas phase in a non-equilibrium geometry.

```
8
Properties=species:S:1:pos:R:3
H 2.29 -0.07 0.66
N 1.90 -0.56 -0.11
C 0.71 -0.27 -0.18
N -0.25 -0.60 -1.18
N -1.38 -0.16 -0.91
N -1.28 0.70 0.18
O 0.04 0.54 0.69
H -2.01 0.43 0.86
```

Calculated values
- structure (SMILES) = [H]/N=c1/nn[nH]o1
- HOMO energy (eV) = -10.183

Just the Mulliken charges please, in e? Sure, here they are:
1 H 0.270
2 N -0.571
3 C 0.603
4 N -0.188
5 N -0.168
6 N 0.026
7 O -0.260
8 H 0.286

=====

Respective ΔE to the lowest compared entry with this formula, charge and spin values: 41.6, 55.5 kcal per mole.
Respective LUMO values: 0.9, -0.2 eV.
Respective Kohn-Sham gap values: 9.633, 9.983 eV.